C17H33Br7CsFIKLiNO10S2 | ωB97M-V with the def2-TZVPD basis set

Each line ends with the Löwdin charge.
Element x y z (Å)
C1 4.0649 1.1746 1.7864  -0.0884
O1 3.0330 2.1211 1.5379  -0.2120
C2 3.0308 2.6340 0.2322  -0.2057
C3 2.1335 1.8384 -0.7813  -0.4055
C4 1.4542 0.5373 -0.2328  -0.1588
C5 0.2347 0.1197 -1.1883  -0.2435
C6 -0.6423 -0.9910 -0.5636  -0.1984
C7 -1.1827 -0.6311 0.8149  -0.2137
C8 -1.9486 0.6914 0.7575  -0.3525
N1 -1.0938 1.8730 0.9923  -0.5199
I1 -0.4221 1.9202 3.0324  0.9308
S1 -2.0091 3.3023 0.8349  0.3815
O2 -1.0994 4.3843 0.7072  -0.5874
O3 -2.8897 3.2020 -0.2924  -0.2658
F1 -2.9581 3.4301 2.0977  -0.2683
H1 3.5932 0.2698 2.1837  0.0922
H2 4.6487 0.9176 0.8978  0.0518
H3 4.7274 1.5892 2.5543  0.0913
H4 2.6063 3.6402 0.3046  0.1349
H5 4.0355 2.7436 -0.1985  0.1113
H6 1.2673 2.5293 -1.0932  -0.0658
H7 2.7191 1.6121 -1.7453  -0.0236
H8 1.0731 0.7791 0.7557  0.0393
H9 2.1924 -0.2631 -0.1374  0.1225
H10 0.6140 -0.3265 -2.1529  0.0278
H11 -0.4100 1.0255 -1.4201  0.0871
H12 0.0002 -1.8739 -0.4696  0.1252
H13 -1.4719 -1.2466 -1.2251  0.0874
H14 -1.8856 -1.4270 1.0890  0.1104
H15 -0.3517 -0.6267 1.5245  0.0709
H16 -2.3748 0.7758 -0.2449  0.1306
H17 -2.7499 0.6593 1.5067  0.0181
Li1 -3.6481 0.2021 3.0663  0.3866
O4 -5.9599 -2.4735 2.3493  -0.2966
S2 -7.1474 -2.8417 3.0612  0.5414
O5 -7.2873 -2.5453 4.4608  -0.3068
O6 -7.4409 -4.3800 2.8277  -0.2545
C9 -6.3846 -5.3255 3.1114  -0.2337
C10 -6.2181 -5.5711 4.5980  -0.0750
C11 -8.5562 -2.2214 2.2105  -0.1157
H18 -5.4512 -4.9930 2.6547  0.1226
H19 -6.6720 -6.2506 2.6171  0.1256
H20 -5.8470 -4.6813 5.1062  0.0633
H21 -5.5082 -6.3804 4.7689  0.0821
H22 -7.1731 -5.8314 5.0553  0.0840
H23 -8.4718 -2.4827 1.1591  0.0821
H24 -8.5623 -1.1405 2.3339  0.0768
H25 -9.4499 -2.6544 2.6519  0.0761
C12 5.2698 3.3378 -5.2017  0.0041
C13 4.9679 2.8230 -3.8244  -0.4705
O7 3.8627 2.9528 -3.3276  -0.2103
C14 6.0738 2.1410 -3.0760  -0.0561
H26 4.3804 3.8045 -5.6209  0.0896
H27 6.0667 4.0810 -5.1539  0.0990
H28 5.5712 2.5118 -5.8475  0.0890
H29 6.9061 2.8314 -2.9318  0.0708
H30 6.4111 1.2624 -3.6279  0.0853
H31 5.7076 1.8262 -2.1058  0.0122
C15 -3.4276 -3.4201 -1.0775  -0.9688
O8 -3.2958 -2.2848 -1.5936  -0.0002
O9 -4.3535 -4.2332 -1.3750  0.0442
O10 -2.6332 -3.8684 -0.1756  0.0204
C16 2.4290 -1.1295 -5.1860  -1.5370
Br1 2.1147 -2.7244 -4.1656  0.6510
Br2 1.7002 0.4409 -4.2870  0.3349
Br3 4.2956 -0.8746 -5.5865  0.6133
H32 1.9082 -1.2382 -6.1283  -0.0170
K1 -3.8468 -0.0956 5.7999  0.5968
Cs1 1.3413 2.4951 -3.1064  1.4942
C17 8.2830 1.3779 0.3180  -1.6182
Br4 9.2203 2.6059 -0.8336  0.5991
Br5 7.2243 0.1193 -0.6910  0.6368
Br6 9.4779 0.4861 1.5301  0.5987
H33 7.5974 1.9619 0.9163  -0.0309
Br7 -1.3518 6.0296 2.4333  -0.2922

Calculated values
E_HOMO (eV): -4.79
Relative energy (zero: lowest compared OMol25 entry of this formula, charge and spin) (kcal/mol): 20.0
LUMO level (eV): -2.60
Kohn-Sham gap (eV): 2.19
DFT total energy (eV): -579977.690

=====

C4H4N2 | ωB97M-V with the def2-TZVPD basis set

Each line ends with the Löwdin charge.
Element x y z (Å)
C1 0.7483 0.9111 -0.0558  -0.0672
C2 -0.6141 0.8975 0.2444  -0.0850
C3 -1.2375 -0.3518 0.3361  -0.2145
N1 -0.7385 -1.4371 -0.2389  0.0246
N2 0.5765 -1.4430 -0.3609  0.0174
C4 1.3157 -0.3752 -0.0619  -0.1493
H1 1.3560 1.7914 -0.2810  0.1021
H2 -1.5582 0.9977 -0.4169  0.1546
H3 -2.2237 -0.3998 0.7927  0.1124
H4 2.3756 -0.5908 0.0423  0.1049

Calculated values
SMILES: c1ccnnc1
E_HOMO (eV): -9.37
Relative energy (zero: lowest compared OMol25 entry of this formula, charge and spin) (kcal/mol): 89.2
LUMO level (eV): -0.03
Kohn-Sham gap (eV): 9.34
DFT total energy (eV): -7188.819

=====

C34H31CdN4O7P2 | ωB97M-V with the def2-TZVPD basis set

Each line ends with the Löwdin charge.
Element x y z (Å)
Cd1 0.2633 -0.2645 0.4201  1.2676
N1 1.8152 2.1321 -0.9780  -0.4199
P1 0.5169 2.3905 0.1312  0.9202
C1 0.8287 4.1044 0.6823  -0.3648
C2 2.0233 4.7827 0.4752  -0.0889
C3 2.1437 6.1055 0.8655  -0.0654
C4 1.0844 6.7517 1.4781  -0.0610
C5 -0.1047 6.0736 1.7015  -0.0595
C6 -0.2330 4.7551 1.3082  -0.0933
C7 -0.8296 2.7261 -1.0442  -0.4011
C8 -2.0161 2.0109 -0.9517  -0.1146
C9 -3.0272 2.2502 -1.8668  -0.0759
C10 -2.8454 3.1833 -2.8746  -0.0591
C11 -1.6682 3.9134 -2.9535  -0.0633
C12 -0.6711 3.7035 -2.0216  -0.1046
P2 2.0876 0.4801 -1.4013  0.9258
C13 3.8747 0.5913 -1.7757  -0.3573
C14 4.7207 -0.4409 -1.3892  -0.0944
C15 6.0870 -0.3209 -1.5766  -0.0658
C16 6.6105 0.8279 -2.1449  -0.0618
C17 5.7660 1.8475 -2.5578  -0.0644
C18 4.3988 1.7315 -2.3833  -0.0952
C19 1.3246 0.3365 -3.0529  -0.3649
C20 1.1419 -0.9653 -3.5161  -0.1291
C21 0.5183 -1.1937 -4.7273  -0.0812
C22 0.0759 -0.1207 -5.4871  -0.0690
C23 0.2831 1.1753 -5.0439  -0.0627
C24 0.9102 1.4084 -3.8319  -0.0831
H1 2.6851 2.5229 -0.6157  0.0292
H2 2.8699 4.3050 0.0042  0.0916
H3 3.0692 6.6321 0.6836  0.1122
H4 1.1914 7.7777 1.7947  0.1122
H5 -0.9311 6.5808 2.1746  0.1126
H6 -1.1603 4.2227 1.4752  0.1104
H7 -2.1512 1.2868 -0.1515  0.0869
H8 -3.9608 1.7150 -1.7945  0.1067
H9 -3.6400 3.3706 -3.5778  0.1101
H10 -1.5342 4.6497 -3.7319  0.1132
H11 0.2314 4.2977 -2.0388  0.1124
H12 4.3054 -1.3255 -0.9278  0.1021
H13 6.7481 -1.1161 -1.2706  0.1117
H14 7.6774 0.9306 -2.2705  0.1123
H15 6.1798 2.7346 -3.0152  0.1117
H16 3.7440 2.5253 -2.7150  0.1035
H17 1.5049 -1.7945 -2.9191  0.1028
H18 0.3829 -2.2046 -5.0861  0.1054
H19 -0.4191 -0.2974 -6.4304  0.1095
H20 -0.0412 2.0079 -5.6505  0.1106
H21 1.0720 2.4202 -3.4955  0.0851
C25 -2.5155 -3.6953 -3.4553  -0.0253
N2 -2.3396 -2.4932 -2.6662  -0.1668
C26 -3.2643 -1.3911 -2.8336  -0.0187
C27 -1.3046 -2.3422 -1.8571  -0.3217
O1 -1.0497 -1.2996 -1.2462  -0.1367
H22 -3.5184 -3.7051 -3.8741  0.0938
H23 -2.3802 -4.5873 -2.8429  0.0987
H24 -1.7998 -3.7271 -4.2791  0.0878
H25 -4.2448 -1.7744 -3.1119  0.0967
H26 -2.9052 -0.6917 -3.5932  0.0999
H27 -3.3296 -0.8598 -1.8830  0.0820
H28 -0.6694 -3.2380 -1.7651  0.1565
O2 1.0943 -1.6371 1.9290  -0.1101
C28 -0.0391 -1.7064 2.4564  -0.6647
O3 -1.0182 -1.0762 1.9951  -0.1044
C29 -0.2224 -2.5546 3.6874  -0.0953
C30 0.8793 -3.1351 4.3087  0.0860
C31 0.7003 -3.8870 5.4612  -0.1041
C32 -0.5554 -4.0775 6.0194  0.1052
C33 -1.6408 -3.4964 5.3833  -0.1049
C34 -1.4915 -2.7408 4.2271  0.0864
N3 -2.9724 -3.6835 5.9518  -0.3612
O4 -3.8974 -3.2049 5.3392  0.0971
O5 -3.0512 -4.2995 6.9844  0.1092
N4 1.8620 -4.4934 6.1040  -0.3620
O6 2.9373 -4.2983 5.5913  0.0991
O7 1.6582 -5.1446 7.0972  0.1088
H29 1.8736 -3.0033 3.9046  0.1330
H30 -0.6884 -4.6621 6.9200  0.1383
H31 -2.3632 -2.3038 3.7604  0.1325

Calculated values
E_HOMO (eV): -11.85
Relative energy (zero: lowest compared OMol25 entry of this formula, charge and spin) (kcal/mol): 20.8
LUMO level (eV): -3.01
Charge: +1
Kohn-Sham gap (eV): 8.83
DFT total energy (eV): -79187.211

=====

C2H6N | ωB97M-V with the def2-TZVPD basis set

Each line ends with the Löwdin charge.
Element x y z (Å)
C1 -0.7575 0.9436 -0.5685  0.1767
N1 0.2601 0.1462 -0.3580  0.0213
C2 0.4374 -0.9860 0.7809  0.0451
H1 -1.5711 0.8985 0.2103  0.1378
H2 -0.9577 1.8340 -1.1551  0.1226
H3 1.0710 0.0741 -0.9949  0.1661
H4 1.3785 -1.4948 0.4078  0.1089
H5 -0.3666 -1.6962 0.9861  0.0889
H6 0.5462 -0.3847 1.7776  0.1326

Calculated values
SMILES: C=[NH+]C
E_HOMO (eV): -18.11
Relative energy (zero: lowest compared OMol25 entry of this formula, charge and spin) (kcal/mol): 23.7
LUMO level (eV): -5.76
Charge: +1
Kohn-Sham gap (eV): 12.36
DFT total energy (eV): -3652.687

=====

C9H10N4V | ωB97M-V with the def2-TZVPD basis set

Each line ends with the Löwdin charge.
Element x y z (Å)
C1 -0.4522 0.8216 -1.9412  -0.1898
C2 0.9449 0.9200 -1.6494  -0.1433
C3 1.1113 1.6719 -0.4586  -0.1001
C4 -0.1673 2.0035 0.0552  -0.1051
C5 -1.1597 1.5087 -0.8674  -0.2145
V1 -0.6424 -0.4559 -0.1130  0.6379
N1 -2.3552 -0.6240 -0.0794  -0.1321
C6 0.1242 -2.2073 -0.5977  -0.2279
C7 1.3843 -1.6360 -0.5502  -0.0513
H1 2.0463 2.0661 -0.0734  0.1130
H2 1.7341 0.5934 -2.3215  0.1116
H3 -0.3874 2.7241 0.8468  0.1244
H4 -2.2285 1.7236 -0.8306  0.1110
H5 -0.9249 0.4189 -2.8388  0.1161
H6 1.9016 -1.5802 -1.5133  0.0805
H7 -0.3138 -2.6810 0.3181  0.1046
H8 -2.9269 -1.4780 -0.1851  -0.0042
H9 2.0127 -1.9730 0.2817  0.0948
H10 -0.4294 -2.2648 -1.5562  0.0951
N2 -0.0071 -0.4500 1.6639  0.0267
C8 0.0779 -0.2006 2.8222  -0.2597
N3 0.2746 -0.2971 4.0460  0.1018
C9 0.0495 0.4267 5.1059  -0.3846
N4 -0.1147 0.9724 6.1235  0.0950

Calculated values
Multiplicity: 2
E_HOMO (alpha / beta) (eV): -8.42 / -8.59
Relative energy (zero: lowest compared OMol25 entry of this formula, charge and spin) (kcal/mol): 16.5
LUMO level (alpha / beta) (eV): -1.49 / -1.40
<S²>: 0.825
Kohn-Sham gap (alpha / beta) (eV): 6.93 / 7.19
DFT total energy (eV): -41138.266

=====

C5H9CrO11 | ωB97M-V with the def2-TZVPD basis set

Each line ends with the Löwdin charge.
Element x y z (Å)
Cr1 0.2450 -0.1484 -0.3006  0.9508
O1 -2.2830 2.1295 -2.5374  0.0895
C1 -1.6313 1.2572 -1.7104  -0.8253
O2 -0.8360 1.7537 -0.8899  -0.0654
O3 -1.9265 0.0655 -1.6377  0.0117
H1 -1.9473 2.8668 -2.0223  0.0858
O4 0.5255 -4.1376 0.0796  0.1178
C2 0.3979 -2.8098 0.0023  -0.8597
O5 1.2566 -2.0636 0.4441  -0.0212
O6 -0.5995 -2.2974 -0.5335  -0.0279
H2 1.2915 -4.1260 0.6581  0.0989
O7 2.6618 0.4629 -3.6273  0.1233
C3 1.9578 0.2185 -2.5206  -0.8050
O8 2.1734 0.7206 -1.3919  -0.0683
O9 1.0611 -0.6487 -2.4268  -0.0465
H3 2.2428 -0.2761 -4.0746  0.1022
C4 -1.2945 0.9361 2.2704  -0.2304
C5 0.2116 0.7395 2.6264  -0.1501
O10 1.1878 0.8519 1.4954  -0.0870
O11 -1.5048 -0.1560 1.4392  -0.0836
H4 -1.4509 1.8515 1.6998  0.1155
H5 -1.9564 0.9069 3.1358  0.1229
H6 0.1520 -0.2021 3.1722  0.1170
H7 0.3977 1.4547 3.4276  0.1071
H8 2.0446 1.2057 1.7452  0.1071
H9 -2.3769 -0.5555 1.4770  0.1207

Calculated values
Multiplicity: 5
E_HOMO (alpha / beta) (eV): -3.89 / -4.90
Relative energy (zero: lowest compared OMol25 entry of this formula, charge and spin) (kcal/mol): 14.3
LUMO level (alpha / beta) (eV): 2.71 / 2.70
Charge: -1
<S²>: 6.005
Kohn-Sham gap (alpha / beta) (eV): 6.60 / 7.59
DFT total energy (eV): -56278.392